150
Properties=species:S:1:pos:R:3:mulliken_charge:R:1 method="wB97M-V/def2-TZVPD" total_charge=0 e_homo_ev=-8.826 gap_ev=9.29 smiles="CCOC(=O)OC.CCOC(=O)OC.Fc1ccccc1.Fc1ccccc1.Fc1ccccc1.Fc1ccccc1.Fc1ccccc1.Fc1ccccc1.Fc1ccccc1.Fc1ccccc1.Fc1ccccc1.CNC(C)=O"
C 0.46058 -3.95357 -2.21832 -1.18
C -0.21027 -3.74931 -0.87565 0.60
O 0.40793 -4.46045 0.23023 -0.38
C 0.01844 -4.06134 1.44491 0.54
O -0.80607 -3.15952 1.64904 -0.23
O 0.51208 -4.80503 2.43752 -0.41
C 0.35177 -4.36974 3.78772 -0.39
H 1.28711 -3.26763 -2.45175 0.10
H -0.26763 -3.60386 -3.00807 0.33
H 0.60747 -4.98148 -2.54871 0.42
H -1.23610 -3.93819 -0.94931 0.32
H -0.06561 -2.75522 -0.54164 -0.36
H 0.80718 -5.14534 4.42133 0.30
H -0.68575 -4.32218 4.04063 0.20
H 0.81360 -3.36912 3.96878 0.07
C -4.08891 -1.26341 -6.60368 -1.40
C -3.27006 -0.36901 -5.63335 0.05
O -4.01918 0.80071 -5.27696 -0.17
C -3.95065 1.69599 -6.25386 0.70
O -3.39864 1.67708 -7.31973 -0.54
O -4.69063 2.76620 -5.80903 -0.26
C -4.87577 3.74420 -6.82627 -0.82
H -4.15176 -0.77668 -7.53157 0.37
H -5.12711 -1.46148 -6.22632 0.30
H -3.71889 -2.26600 -6.78777 0.40
H -2.39150 -0.17470 -6.11916 0.21
H -3.04788 -0.91269 -4.72208 0.32
H -5.59183 3.43570 -7.53480 0.32
H -3.93749 3.92275 -7.36302 0.33
H -5.19996 4.66348 -6.33885 0.25
C -2.82791 -2.40952 5.48662 -0.60
C -2.20089 -1.74436 6.70978 0.58
O -1.27216 -2.23172 7.30439 -0.63
N -2.88069 -0.63783 7.09489 -0.18
C -2.43593 0.08621 8.25545 -0.79
H -2.30664 -2.12030 4.58447 -0.10
H -3.86428 -2.08026 5.44949 0.40
H -2.71272 -3.46607 5.55458 0.33
H -3.81646 -0.51483 6.86270 0.24
H -3.10274 0.98360 8.42496 0.30
H -1.39259 0.40914 7.94395 0.20
H -2.17596 -0.42762 9.17133 0.28
F -2.40022 5.88744 1.69690 -0.36
C -1.30406 5.09077 1.68147 0.04
C -0.92048 4.42992 0.52332 -0.45
C 0.16424 3.55825 0.56910 -0.22
C 0.95985 3.43471 1.71986 -0.58
C 0.54880 4.10182 2.90955 -0.99
C -0.59785 4.84276 2.84491 -0.40
H -1.45084 4.51416 -0.37944 0.87
H 0.46155 2.91350 -0.28179 0.45
H 1.72058 2.73933 1.81638 0.81
H 1.05710 3.99969 3.86112 0.45
H -0.90274 5.45887 3.69156 0.35
F -6.63249 0.10656 2.76507 -0.40
C -5.91489 -0.97172 2.35133 0.06
C -4.53303 -1.02920 2.55292 -0.07
C -3.83137 -2.13278 2.02374 0.08
C -4.52707 -3.12908 1.32382 -0.71
C -5.90807 -3.09287 1.22138 -0.57
C -6.57872 -1.96236 1.71157 -0.42
H -4.09129 -0.21815 3.09957 0.57
H -2.72168 -2.20371 2.08214 0.39
H -3.96675 -4.05514 1.06926 0.36
H -6.42232 -3.92932 0.73960 0.41
H -7.66998 -1.97044 1.72448 0.39
F 4.68905 2.53465 -2.91376 -0.36
C 4.55376 2.24447 -1.61217 0.18
C 4.11947 3.28418 -0.73321 -0.42
C 4.36130 3.05335 0.61335 -0.53
C 4.58541 1.76531 1.14564 -0.10
C 4.91219 0.72045 0.26228 -0.41
C 4.88391 0.97580 -1.08393 0.19
H 4.03902 4.30059 -1.08230 0.51
H 4.11344 3.84690 1.35534 0.31
H 4.47935 1.54572 2.23721 0.43
H 5.13738 -0.30400 0.62399 0.33
H 4.97210 0.13428 -1.77697 -0.06
F 2.38601 -1.91762 -4.51640 -0.38
C 3.72275 -1.66502 -4.34098 0.69
C 4.54566 -2.72025 -3.96254 -0.55
C 5.92536 -2.39705 -3.92305 -0.19
C 6.42139 -1.12641 -4.18249 -0.66
C 5.52206 -0.09650 -4.47977 -0.53
C 4.15636 -0.33443 -4.52741 -0.52
H 4.13984 -3.74409 -3.80455 0.45
H 6.67358 -3.19924 -3.63939 0.38
H 7.47830 -0.89343 -4.12732 0.42
H 5.88582 0.88368 -4.73009 0.40
H 3.54027 0.48561 -4.80705 0.57
F 1.93291 0.19281 3.84783 0.11
C 2.17768 -0.14411 5.13664 0.12
C 3.20582 0.58446 5.73331 -0.49
C 3.47261 0.35403 7.04615 -0.39
C 2.76923 -0.52807 7.82444 -0.67
C 1.72915 -1.25285 7.22235 -0.59
C 1.37281 -1.00897 5.85461 0.02
H 3.70783 1.37630 5.23225 0.44
H 4.29152 0.99775 7.41132 0.31
H 2.87163 -0.66359 8.91718 0.34
H 1.23566 -1.99295 7.85848 0.39
H 0.49923 -1.51542 5.40747 0.36
F 1.41060 1.43342 -4.98186 -0.16
C 0.76913 2.60947 -4.87667 0.09
C -0.41902 2.81175 -5.62033 -0.74
C -1.14899 3.97415 -5.38213 -0.41
C -0.61839 4.96365 -4.46661 -0.54
C 0.54671 4.76106 -3.76678 -0.52
C 1.22551 3.51613 -3.97214 0.31
H -0.80385 2.01999 -6.22365 0.55
H -2.01345 4.19398 -6.02625 0.27
H -1.21757 5.81811 -4.17530 0.34
H 0.72123 5.50033 -3.00825 0.42
H 2.12610 3.26400 -3.37522 0.33
F -1.76884 -0.37654 -2.44103 -0.36
C -0.77734 -0.08871 -1.57401 -0.12
C 0.54128 -0.18617 -2.01234 -0.38
C 1.54744 -0.12885 -1.07728 -0.47
C 1.15725 0.13585 0.28583 -0.83
C -0.17039 0.32104 0.65477 -0.84
C -1.17594 0.24380 -0.31721 0.48
H 0.71062 -0.45494 -3.02901 1.16
H 2.59752 -0.47378 -1.28002 -0.37
H 1.92356 0.15207 1.03712 0.58
H -0.43880 0.52487 1.65738 0.82
H -2.24270 0.12529 -0.16291 0.18
F -3.29533 4.07185 -1.57515 -0.41
C -3.84808 2.93332 -1.11970 0.47
C -4.21428 2.78484 0.19475 -0.70
C -4.82064 1.61171 0.49267 -0.23
C -5.15353 0.59356 -0.45657 -0.85
C -4.68322 0.75864 -1.74486 -0.32
C -4.04641 1.94820 -2.03132 -0.09
H -4.14540 3.54200 0.98906 0.50
H -5.19666 1.48642 1.49159 0.45
H -5.79005 -0.19209 -0.11608 0.38
H -4.88047 -0.02105 -2.49060 0.41
H -3.68768 2.14267 -3.03789 0.40
F 6.89150 -3.81232 2.92645 -0.35
C 6.06501 -3.48417 1.89470 0.17
C 6.54813 -3.33358 0.64638 -0.65
C 5.70654 -2.95766 -0.41043 0.00
C 4.41380 -2.69498 -0.12932 -0.67
C 3.90110 -2.92355 1.12415 0.22
C 4.72434 -3.31148 2.15694 -0.46
H 7.56153 -3.54216 0.46260 0.51
H 6.02729 -2.82360 -1.41091 0.24
H 3.70465 -2.46548 -0.88444 0.48
H 2.79388 -2.98432 1.29860 0.01
H 4.34874 -3.53266 3.17610 0.46